ORCA calculation (wB97M-V/def2-TZVPD) on a 3-piece molecular cluster, C17H35BrN3O overall in a non-equilibrium geometry.

Each line ends with the natural charge from an NBO analysis.
Cartesian coordinates (Å):
Br  -0.8224  0.7352  -1.1481  0.195
O  4.4135  -0.2092  -0.4804  -0.649
N  2.7517  3.0928  -1.2013  -0.422
N  -5.5117  2.5715  -1.1281  -0.451
N  3.5366  -4.1856  2.5094  -0.450
C  1.4411  2.6923  -1.2460  0.048
C  -3.6257  3.1710  0.4885  -0.636
C  2.0354  0.2729  -0.7436  -0.134
C  3.4419  0.7622  -0.7154  0.278
C  -6.5036  3.5002  -0.6041  -0.215
C  3.7409  2.1558  -0.9464  0.012
C  3.6925  -1.7372  2.0788  -0.606
C  -4.5569  2.1239  -0.1250  -0.201
C  -4.9422  2.9050  -2.4257  -0.216
C  2.3738  -4.3752  1.6552  -0.216
C  1.0178  1.3089  -1.0378  -0.124
C  4.2612  -5.4029  2.8597  -0.210
C  -4.2354  4.2559  -2.5694  -0.637
C  5.1003  -6.0717  1.7703  -0.635
C  -7.6691  3.7506  -1.5516  -0.616
C  4.4101  -3.0771  2.1633  -0.213
C  2.6163  -4.5995  0.1594  -0.638
H  1.6856  -4.4329  -0.3912  0.207
H  -2.8350  3.4643  -0.2052  0.185
H  2.9801  -1.7079  1.2508  0.169
H  4.4774  -6.5943  1.0430  0.200
H  4.8066  2.4771  -0.9262  0.268
H  4.9257  -5.1670  3.6979  0.194
H  2.9276  -5.6216  -0.0514  0.216
H  -4.1572  4.0675  0.8103  0.216
H  0.6662  3.4616  -1.4606  0.266
H  -7.3551  4.2734  -2.4574  0.201
H  4.4178  -0.9396  1.9110  0.212
H  1.7753  -0.7985  -0.5712  0.283
H  3.5562  -6.1367  3.2626  0.199
H  5.1782  -2.9815  2.9366  0.206
H  1.7232  -3.5004  1.7644  0.181
H  -4.7923  5.0727  -2.1074  0.212
H  -8.1512  2.8140  -1.8387  0.215
H  4.3944  -0.7368  -1.3087  0.504
H  -6.0558  4.4661  -0.3319  0.157
H  3.1596  -1.5161  3.0061  0.218
H  -4.1238  4.4994  -3.6294  0.215
H  -8.4171  4.3757  -1.0598  0.219
H  3.0267  4.0680  -1.3583  0.467
H  4.9410  -3.2540  1.2165  0.154
H  1.7734  -5.2038  2.0416  0.208
H  -3.9492  1.3119  -0.5420  0.173
H  -3.2315  4.2349  -2.1433  0.186
H  5.7371  -5.3626  1.2382  0.201
H  -4.2507  2.1124  -2.7310  0.187
H  3.3631  -3.9163  -0.2525  0.188
H  -5.7425  2.8624  -3.1707  0.201
H  5.7545  -6.8222  2.2197  0.221
H  -6.9224  3.0814  0.3164  0.200
H  -5.1203  1.6574  0.6904  0.198
H  -3.1316  2.7524  1.3698  0.209

As for the total charge: +1. The value obtained for the HOMO-LUMO gap is 0.17462 hartree. As for the spin multiplicity: 1.